[1]
ORCA calculation (ωB97M-V/def2-TZVPD) on an isolated ion of composition C8H17N2 and charge +1 in a non-equilibrium geometry.

Last column: natural (NBO) charge in e.
CARTESIAN COORDINATES (ANGSTROEM)
1 C 2.6710 -0.0410 2.2800  -0.40
2 N 1.6054 -0.3328 1.3494  -0.32
3 C 0.8808 0.4818 0.6032  0.38
4 N 0.1233 -0.0246 -0.3794  -0.37
5 C -1.1258 0.5485 -0.8337  0.14
6 C -1.3141 0.0921 -2.2594  -0.66
7 C -2.2019 0.0270 0.1270  -0.63
8 C -1.0279 2.1346 -0.8107  -0.61
9 C 0.3704 -1.4682 -0.3658  -0.24
10 C 1.3234 -1.7197 0.8803  -0.23
11 H 2.6728 -0.6861 3.1725  0.24
12 H 2.3860 1.0017 2.4109  0.22
13 H 3.6163 -0.2326 1.8101  0.22
14 H 1.0689 1.5907 0.7670  0.24
15 H -2.3985 0.3284 -2.4318  0.23
16 H -0.6362 0.5108 -3.0145  0.24
17 H -1.2599 -0.8910 -2.6369  0.24
18 H -3.0686 -0.2069 -0.5855  0.24
19 H -2.4659 0.7758 0.8727  0.23
20 H -1.8777 -0.9407 0.5483  0.21
21 H -0.0907 2.4619 -1.2776  0.23
22 H -1.9649 2.6199 -1.2948  0.26
23 H -1.0354 2.2790 0.2630  0.20
24 H 0.8780 -1.8462 -1.2381  0.23
25 H -0.5400 -2.0708 -0.3132  0.24
26 H 1.0150 -2.2530 1.7927  0.23
27 H 2.3962 -2.1384 0.5641  0.23

Properties
* SMILES: C[N+]1=CN(C(C)(C)C)CC1
* total charge: +1
* M: 141.24 g/mol
* E_tot: -424.249258 a.u.



[2]
ORCA calculation (ωB97M-V/def2-TZVPD) on one molecule with the formula C5H8O2.

Last column: natural (NBO) charge in e.
CARTESIAN COORDINATES (ANGSTROEM)
1 C -2.0404 0.3019 -0.2845  -0.62
2 C -0.5225 0.3069 -0.0960  -0.07
3 O -0.2949 -0.1659 1.2228  -0.50
4 C 0.9864 -0.2628 1.6583  0.16
5 C 2.1064 -0.3784 0.9491  -0.54
6 C 0.0390 -0.6086 -1.1649  0.26
7 O 0.3102 0.1837 -2.1857  -0.66
8 H -2.4162 -0.7262 -0.2474  0.23
9 H -2.5034 0.8720 0.5262  0.23
10 H -2.3158 0.7503 -1.2440  0.22
11 H -0.1217 1.3306 -0.1836  0.18
12 H 1.0091 -0.2364 2.7457  0.19
13 H 3.0542 -0.4481 1.4695  0.22
14 H 2.1237 -0.4638 -0.1314  0.20
15 H 0.6300 -0.3692 -2.9141  0.50

Properties
* M: 100.12 g/mol
* E_tot: -345.667027 a.u.



[3]
ORCA calculation (ωB97M-V/def2-TZVPD) on a 2-piece molecular cluster, C4H14N3O overall in a non-equilibrium geometry.

Last column: natural (NBO) charge in e.
CARTESIAN COORDINATES (ANGSTROEM)
1 C -0.7561 0.8183 1.6476  -0.23
2 C 0.4279 -0.1510 1.6843  -0.43
3 C 0.6660 -0.9025 0.3881  -0.26
4 N 2.4435 -1.3384 -1.8620  -0.85
5 C 1.6387 -0.2244 -1.7067  0.35
6 N 0.9483 0.0795 -0.6863  -0.55
7 N -0.9662 1.5270 0.3323  -0.73
8 H -0.4943 1.5637 2.3856  0.22
9 H -1.7032 0.4730 2.0580  0.23
10 H 1.3314 0.3753 1.9868  0.23
11 H 0.2889 -0.8655 2.4968  0.25
12 H 1.5143 -1.5719 0.5501  0.20
13 H -0.1309 -1.4964 -0.0112  0.22
14 H 2.2474 -1.9427 -2.6416  0.41
15 H 2.9492 -1.7275 -1.0883  0.40
16 H 1.6428 0.4442 -2.5544  0.18
17 H -0.2082 1.1413 -0.3178  0.47
18 H -0.6731 2.4792 0.5423  0.42
19 H -1.9556 1.4742 0.0746  0.46
20 H -3.4465 -0.6068 -0.6719  0.50
21 H -2.9701 0.3643 -1.7582  0.49
22 O -2.7942 0.0872 -0.8480  -0.98

Properties
* total charge: +1
* M: 120.18 g/mol
* E_tot: -400.072055 a.u.